[1]
The following is a quantum chemistry calculation of a structure of composition C5H8O2, from the OMol25 dataset.

```
15
Properties=species:S:1:pos:R:3:forces:R:3
C -0.913 1.299 -0.358 0.0 0.0 0.0
C -0.115 0.102 0.114 -0.3 0.0 -0.1
C -0.953 -0.948 0.817 0.0 0.0 0.0
C 0.924 -0.447 -0.876 0.0 -0.1 -0.1
C 1.912 -0.098 0.224 0.5 -0.1 0.0
O 3.076 -0.240 0.442 -0.6 0.1 -0.1
O 0.980 0.503 1.018 0.1 0.0 0.1
H -0.250 2.073 -0.758 -0.1 -0.1 0.1
H -1.599 0.985 -1.152 0.1 0.1 0.1
H -1.503 1.731 0.456 0.1 -0.1 -0.1
H -0.324 -1.785 1.139 -0.1 0.1 -0.1
H -1.427 -0.517 1.704 0.1 0.0 -0.1
H -1.735 -1.330 0.152 0.1 0.1 0.1
H 0.855 -1.500 -1.157 0.1 0.1 0.1
H 1.071 0.171 -1.766 0.0 -0.1 0.1
```
Forces are in eV/Å.

## Properties
Frontier orbital gap ... 0.410 Ha
Charge ... 0

***

[2]
The following is a quantum chemistry calculation of the molecule C5H8O2 in a non-equilibrium geometry, from the OMol25 dataset.

```
15
Properties=species:S:1:pos:R:3:forces:R:3
C 1.511 0.809 -0.334 0.0 -0.1 0.0
C 0.416 -0.034 0.300 -0.1 0.1 -0.1
O 0.785 -0.525 1.571 0.1 -0.2 0.1
C -0.974 0.631 0.376 0.0 0.4 -0.1
C -1.550 -0.422 -0.533 -0.5 0.8 -0.5
O -0.784 -0.637 -1.647 -0.2 0.1 -0.2
C -0.121 -1.232 -0.537 -0.6 -0.1 0.6
H 1.188 1.219 -1.296 0.0 -0.1 0.1
H 1.755 1.643 0.336 -0.1 -0.2 -0.1
H 2.424 0.225 -0.494 -0.1 0.0 0.0
H 1.303 -1.329 1.408 -0.1 0.2 0.1
H -1.337 0.580 1.406 -0.1 0.0 -0.2
H -1.099 1.631 -0.036 0.1 0.2 0.2
H -2.570 -0.809 -0.593 0.3 0.0 0.2
H -0.946 -1.748 0.076 1.1 -1.2 -0.2
```
Forces are in eV/Å.

## Properties
Frontier orbital gap ... 0.364 Ha
Charge ... 0

***

[3]
The following is a quantum chemistry calculation of the molecule C5H8O2 in a non-equilibrium geometry, from the OMol25 dataset.

```
15
Properties=species:S:1:pos:R:3:forces:R:3
O 3.080 0.459 0.366 -0.5 -0.2 0.0
C 1.908 0.224 0.241 0.4 0.3 0.1
C 0.916 -0.641 1.022 0.0 0.0 0.0
C -0.058 -0.473 -0.191 -0.2 0.1 -0.1
C -1.561 -0.166 -0.005 0.3 -1.0 0.5
O -1.935 1.051 -0.593 -0.1 0.7 -0.2
C 0.865 0.616 -0.798 0.0 0.1 -0.2
H 0.623 -0.158 1.965 -0.1 0.0 -0.3
H 1.263 -1.657 1.244 -0.1 0.2 0.0
H 0.034 -1.365 -0.807 0.0 -0.1 0.0
H -1.793 -0.186 1.073 0.0 0.1 -0.2
H -2.111 -0.986 -0.487 -0.1 0.1 0.2
H -2.894 1.166 -0.522 0.4 -0.1 0.0
H 0.497 1.640 -0.669 0.0 -0.2 0.1
H 1.165 0.475 -1.840 0.0 0.1 0.1
```
Forces are in eV/Å.

## Properties
Frontier orbital gap ... 0.373 Ha
Charge ... 0

***

[4]
The following is a quantum chemistry calculation of the molecule C5H8O2, from the OMol25 dataset.

```
15
Properties=species:S:1:pos:R:3:forces:R:3
O 2.187 0.249 -0.544 0.2 -0.2 -0.1
C 1.144 0.384 0.394 -0.2 0.1 0.2
C 0.010 1.303 -0.121 0.0 0.1 0.0
C -0.960 0.153 0.071 0.2 0.1 -0.1
O -2.228 0.407 0.555 -0.2 -0.2 0.0
C -0.568 -1.020 -0.751 -0.1 0.0 -0.2
C 0.156 -0.766 0.557 0.1 -0.1 0.2
H 2.683 -0.550 -0.334 0.0 0.1 0.0
H 1.525 0.718 1.369 0.0 -0.1 -0.2
H -0.191 2.147 0.542 0.0 -0.1 -0.1
H 0.134 1.657 -1.149 0.0 0.0 0.1
H -2.753 -0.399 0.475 0.0 0.2 0.0
H -1.261 -1.860 -0.703 0.1 0.1 0.0
H -0.058 -0.912 -1.707 -0.1 0.0 0.1
H 0.181 -1.511 1.347 0.0 0.1 -0.1
```
Forces are in eV/Å.

## Properties
Frontier orbital gap ... 0.364 Ha
Charge ... 0

***

[5]
The following is a quantum chemistry calculation of the molecule C5H8O2 in a non-equilibrium geometry, from the OMol25 dataset.

```
15
Properties=species:S:1:pos:R:3:forces:R:3
O 2.834 0.978 0.225 -0.5 -0.2 0.0
C 1.759 0.466 0.075 0.4 -0.1 0.0
C 0.695 -0.109 1.024 1.1 -0.7 -0.9
C -0.049 -0.646 -0.219 -0.6 0.0 -0.2
C -1.530 -0.047 -0.214 1.0 -1.3 -1.0
O -1.764 0.837 0.830 -0.6 0.9 0.5
C 0.979 0.040 -1.184 0.0 0.2 0.3
H 0.053 0.659 1.376 0.0 0.9 0.8
H 1.001 -0.768 1.838 0.1 0.0 -0.2
H -0.028 -1.736 -0.368 -0.3 0.4 0.3
H -2.226 -0.889 -0.166 -0.1 0.1 -0.2
H -1.645 0.512 -1.150 -0.3 -0.2 0.1
H -2.222 0.426 1.568 0.0 -0.2 -0.1
H 0.579 0.878 -1.768 0.1 -0.1 0.1
H 1.564 -0.601 -1.868 -0.3 0.2 0.4
```
Forces are in eV/Å.

## Properties
Frontier orbital gap ... 0.368 Ha
Charge ... 0

***

[6]
The following is a quantum chemistry calculation of a structure of composition C5H8O2, from the OMol25 dataset.

```
15
Properties=species:S:1:pos:R:3:forces:R:3
C -1.469 1.237 -0.321 -0.1 0.0 0.1
C -0.310 0.301 -0.267 0.2 0.2 -0.2
C 0.228 -0.551 1.388 -0.1 0.0 0.3
O 1.516 -0.804 1.413 0.0 -0.2 0.2
C 1.045 0.396 -0.173 -0.2 0.2 -0.3
C 0.509 -0.601 -1.131 0.0 0.2 -0.2
O 0.674 -1.960 -0.904 0.1 -0.1 0.1
H -1.332 2.061 0.387 0.0 -0.2 -0.1
H -1.516 1.671 -1.328 -0.1 -0.1 0.2
H -2.431 0.755 -0.122 0.2 0.0 0.0
H -0.458 -1.405 1.250 0.0 0.2 0.0
H -0.197 0.209 2.068 0.2 0.0 -0.2
H 1.887 1.042 0.035 -0.1 -0.1 0.1
H 0.612 -0.345 -2.188 0.1 0.0 0.1
H 1.243 -2.009 -0.106 -0.1 -0.1 -0.1
```
Forces are in eV/Å.

## Properties
Frontier orbital gap ... 0.314 Ha
Charge ... 0

***

[7]
The following is a quantum chemistry calculation of a structure of composition C5H8O2, from the OMol25 dataset.

```
15
Properties=species:S:1:pos:R:3:forces:R:3
O -2.150 0.120 -0.373 0.6 0.0 -0.1
C -0.948 0.157 -0.420 -0.4 0.0 0.0
C 0.003 -0.279 -1.543 0.0 0.0 0.0
C 1.291 0.113 -0.806 0.2 -0.2 -0.2
C 1.117 -0.461 0.611 0.0 -0.1 0.1
C 0.069 0.667 0.610 -0.3 0.1 0.3
O 0.936 1.425 -0.277 0.0 0.1 -0.1
H -2.528 -0.130 1.895 0.0 0.0 0.1
H -2.398 -0.328 2.602 0.0 0.0 0.0
H -0.100 -1.346 -1.767 0.0 0.1 0.0
H -0.157 0.303 -2.454 0.0 -0.1 0.1
H 2.237 0.095 -1.348 -0.1 0.0 0.1
H 0.793 -1.499 0.733 0.0 0.2 0.0
H 1.960 -0.217 1.260 -0.1 0.0 -0.1
H -0.285 1.195 1.494 0.0 -0.1 -0.2
```
Forces are in eV/Å.

## Properties
Frontier orbital gap ... 0.380 Ha
Charge ... 0

***

[8]
The following is a quantum chemistry calculation of the molecule C5H8O2, from the OMol25 dataset.

```
15
Properties=species:S:1:pos:R:3:forces:R:3
C -1.054 -2.671 -2.228 0.3 0.3 0.2
C -0.399 -1.836 -1.664 -0.2 -0.5 -0.2
C 0.458 -0.822 -1.052 0.1 -0.1 -0.2
O -0.215 -0.158 -0.008 -0.1 0.0 0.0
C 0.483 1.017 0.351 0.1 0.2 0.1
C -0.215 1.627 1.548 0.0 0.3 -0.3
O -0.094 0.812 2.690 -0.1 -0.3 0.0
H -1.615 -3.410 -2.754 0.0 0.1 0.1
H 1.389 -1.276 -0.677 -0.2 0.0 -0.1
H 0.745 -0.109 -1.841 0.0 0.0 0.1
H 1.524 0.768 0.613 -0.1 0.1 0.0
H 0.487 1.711 -0.505 0.0 0.0 0.2
H 0.239 2.592 1.792 0.0 -0.1 -0.1
H -1.270 1.802 1.288 0.1 0.0 0.1
H -0.464 -0.047 2.448 0.1 0.1 0.1
```
Forces are in eV/Å.

## Properties
Frontier orbital gap ... 0.406 Ha
Charge ... 0

***

The highest frontier orbital gap belongs to which entry? number 1